[1]
{"formula": "C5H10FN2", "method": "the ωB97M-V functional and the def2-TZVPD basis", "species": ["C", "C", "C", "C", "C", "N", "N", "F", "H", "H", "H", "H", "H", "H", "H", "H", "H", "H"], "coordinates": [[-2.4826, 0.1874, 0.8957], [-1.4641, -0.1131, 0.1504], [0.1265, 2.0012, -0.7785], [1.3866, -1.7131, -0.0906], [0.1575, 0.4988, -0.7410], [-1.9151, -1.1589, 0.9145], [1.1363, -0.3027, 0.0112], [-1.0530, -1.3561, 2.1757], [-3.2280, 0.8331, 1.2493], [0.8626, 2.5540, -1.4175], [-0.9341, 2.2901, -1.2550], [0.1029, 2.3824, 0.2067], [1.4551, -2.0106, -1.1359], [2.3310, -1.9254, 0.5846], [0.5170, -2.4205, 0.2857], [-0.0776, 0.1553, -1.8082], [0.9875, -0.0173, 0.9735], [2.0913, 0.1155, -0.2206]], "forces_ev_per_angstrom": [[1.8538, -0.6811, -1.2668], [3.7643, 3.2370, -1.2730], [-1.8739, 0.7280, -1.2844], [-0.6877, -4.2622, 1.4972], [-5.7220, -2.5234, -1.6752], [-1.4580, -1.7947, 0.3679], [2.4618, 3.5550, -0.1090], [0.3664, 0.7991, -0.3416], [-0.9584, 0.2522, 0.6832], [-0.2748, -0.9718, 0.5974], [2.3228, -0.7896, 1.0392], [0.1703, 0.7891, 1.0623], [0.7100, 0.2470, 0.0353], [-1.8958, 0.2409, -1.7402], [1.5362, 1.9930, -0.2800], [1.0233, -0.2727, 1.6780], [-0.0463, -0.2842, 0.6923], [-1.2920, -0.2613, 0.3173]], "mulliken_charge": [-0.03, 0.13, -1.23, -0.81, -0.03, -0.34, -0.16, -0.30, 0.43, 0.38, 0.33, 0.40, 0.35, 0.34, 0.31, 0.30, 0.49, 0.45], "homo_energy_ev": -13.517, "homo_lumo_gap_ev": 9.91, "fmax_ev_per_a": 6.47, "charge": 1, "e_above_lowest_kj_mol": 748.5}

---

[2]
{"formula": "C5H10FeMgO3", "method": "the ωB97M-V functional and the def2-TZVPD basis", "species": ["O", "C", "C", "O", "C", "Mg", "H", "H", "H", "H", "H", "H", "H", "C", "C", "O", "Fe", "H", "H", "H"], "coordinates": [[-0.5258, -1.5881, -1.3804], [-1.2326, -0.5089, -1.9028], [-1.9456, 0.3175, -0.8370], [-1.0088, 0.4773, 0.2332], [-1.2500, 1.5040, 1.1769], [0.0351, -1.2613, 0.4275], [-1.9903, -0.8145, -2.6480], [-0.5117, 0.1670, -2.4066], [-2.8430, -0.1871, -0.4443], [-2.2513, 1.3024, -1.2200], [-0.9845, 1.0925, 2.1577], [-0.5816, 2.3529, 0.9734], [-2.2978, 1.8291, 1.0939], [2.0711, -1.6387, 1.1614], [2.7329, -0.7250, 0.3086], [2.8824, 0.4828, 0.6693], [2.2923, 2.3136, 0.1312], [1.9878, -1.3556, 2.2191], [2.2150, -2.6977, 0.9190], [3.2064, -1.0622, -0.6321]], "forces_ev_per_angstrom": [[-0.3262, 0.0014, 1.0521], [0.4024, 0.1223, -0.3997], [-0.4820, 0.0640, -0.4000], [0.4163, -0.6177, 0.2114], [-0.0196, 0.5299, 0.1685], [0.3590, 0.1229, -1.3903], [0.1712, 0.0397, 0.1424], [-0.3556, -0.0373, -0.0291], [0.1912, 0.0005, -0.0353], [0.2118, -0.1905, 0.0787], [-0.3822, 0.3090, -0.0179], [-0.1516, -0.1297, -0.0355], [0.3148, -0.1518, 0.3941], [-0.6585, -0.6455, -0.2882], [0.6579, 1.3477, 1.4208], [-0.0332, -1.4258, -0.7417], [-0.1602, 0.4925, -0.1375], [0.2770, -0.1221, -0.3776], [0.0104, 0.2410, 0.2779], [-0.4428, 0.0495, 0.1069]], "mulliken_charge": [-0.78, -0.35, -0.50, -0.02, -0.79, 0.76, 0.34, 0.25, 0.31, 0.43, 0.19, 0.23, 0.38, -1.20, 0.17, -0.57, -0.04, 0.44, 0.40, 0.36], "spin_multiplicity": 5, "homo_energy_ev": [-5.139, -5.655], "homo_lumo_gap_ev": [4.42, 4.90], "fmax_ev_per_a": 2.07, "s_squared": 6.0193}

---

[3]
{"formula": "C5H10I2N3", "method": "the ωB97M-V functional and the def2-TZVPD basis", "species": ["C", "C", "C", "N", "N", "C", "N", "I", "C", "I", "H", "H", "H", "H", "H", "H", "H", "H", "H", "H"], "coordinates": [[0.3575, 1.8382, 0.5582], [-0.5996, 0.6569, 0.4099], [-0.6704, -0.1896, 1.6684], [-0.1616, -0.1445, -0.7215], [0.0791, -1.3866, -0.5916], [0.4795, -2.2384, -1.4536], [0.8929, -2.0521, -2.7668], [2.1392, -0.3645, -3.2601], [0.7577, -2.9367, -3.7070], [-0.4407, -4.6107, -3.5461], [-0.0075, 2.5102, 1.3273], [1.3455, 1.4895, 0.8484], [0.4372, 2.3969, -0.3709], [-1.5978, 1.0401, 0.1584], [-1.3136, -1.0513, 1.5203], [-1.0704, 0.4059, 2.4826], [0.3206, -0.5389, 1.9446], [-0.0404, 0.3679, -1.5979], [0.5417, -3.2624, -1.1097], [1.2855, -2.8197, -4.6436]], "forces_ev_per_angstrom": [[-0.2018, -0.2037, 0.0317], [-0.0827, 0.4321, 0.6301], [-0.1092, 0.1067, -0.2010], [0.1519, 0.5781, -0.8461], [-0.2714, -0.1866, 0.2386], [-0.0447, -0.8210, 0.6712], [0.4958, 0.3715, -1.4939], [-0.3112, -0.5873, 0.1835], [-0.3330, 0.0463, 0.5379], [0.3127, 0.3974, -0.0265], [-0.0438, 0.1285, 0.0753], [0.1233, -0.0450, 0.0102], [0.0270, 0.1349, -0.1123], [0.0970, -0.0834, 0.0470], [-0.0517, -0.0794, 0.0724], [-0.0236, 0.1124, 0.0556], [0.0904, -0.0692, 0.0637], [-0.0113, -0.3682, 0.1281], [0.1823, 0.0044, -0.0722], [0.0041, 0.1313, 0.0067]], "mulliken_charge": [-1.31, 0.45, -1.41, 0.22, -0.39, -0.28, -0.43, 0.33, 0.02, 0.30, 0.37, 0.34, 0.38, 0.17, 0.37, 0.42, 0.37, 0.23, 0.50, 0.36], "homo_energy_ev": -12.451, "homo_lumo_gap_ev": 6.65, "fmax_ev_per_a": 1.62, "smiles": "CC(C)N/N=C\\[N+](I)=C/I", "charge": 1, "e_above_lowest_kj_mol": 0.0}

---

[4]
{"formula": "C5H10IN2O", "method": "the ωB97M-V functional and the def2-TZVPD basis", "species": ["C", "C", "C", "C", "C", "N", "N", "O", "I", "H", "H", "H", "H", "H", "H", "H", "H", "H", "H"], "coordinates": [[0.7523, 0.5143, 1.3738], [2.2045, 0.7790, 0.8305], [2.3680, -0.3218, -0.2780], [-0.0159, -0.6669, -0.4348], [-1.1238, -1.1856, -1.2200], [-0.2082, -0.0470, 0.7346], [0.6223, 0.7693, 2.6432], [1.1790, -0.8399, -0.8959], [-5.6056, -0.8814, -1.8171], [2.3165, 1.7671, 0.4455], [3.0068, 0.5746, 1.4845], [3.0649, -0.0933, -1.0008], [2.6025, -1.1735, 0.2454], [-0.8661, -0.6489, -2.2363], [-2.1149, -0.8889, -0.9461], [-0.8821, -2.2340, -1.2634], [-6.2222, 0.5872, -2.4377], [1.2124, 1.3471, 3.1437], [-0.3092, 0.5104, 3.0018]], "forces_ev_per_angstrom": [[4.2544, 0.8207, 0.8333], [-2.5394, -1.4527, -2.5141], [-1.8909, 0.9400, 2.3305], [0.7027, 1.8986, 2.4136], [1.7612, 1.5349, -2.5937], [-1.7343, -1.1057, -1.5093], [-3.3333, -1.3590, -0.4596], [-0.8558, 0.2468, -1.7551], [-0.6045, 1.4546, -0.6122], [-0.1702, 0.7825, -0.3231], [0.4473, -0.0744, 1.3162], [1.2166, 0.4543, -1.7513], [1.6420, -1.9469, 1.2077], [-0.8046, -1.5317, 1.3588], [-0.2800, -0.1281, 0.6158], [-0.6226, -0.6541, -0.6086], [0.6410, -1.4639, 0.6237], [1.4280, 1.0988, 1.1689], [0.7426, 0.4851, 0.2585]], "mulliken_charge": [0.73, -0.62, -0.68, 0.68, -0.87, -0.58, -0.30, -0.35, -0.11, 0.37, 0.39, 0.41, 0.42, 0.30, 0.27, 0.30, 0.13, 0.24, 0.29], "homo_energy_ev": -12.220, "homo_lumo_gap_ev": 7.84, "fmax_ev_per_a": 4.41, "charge": 1, "e_above_lowest_kj_mol": 14.1}

---

[5]
{"formula": "C5H10MnO2", "method": "the ωB97M-V functional and the def2-TZVPD basis", "species": ["C", "O", "C", "C", "O", "C", "C", "H", "H", "H", "H", "H", "H", "H", "H", "H", "H", "Mn"], "coordinates": [[-1.2347, -1.9892, -0.8409], [-1.8812, -0.7345, -1.1785], [-1.8386, 0.2472, -0.1891], [-0.6262, 1.1540, -0.2654], [0.5690, 0.4871, 0.1970], [1.6653, 1.3082, 0.3376], [2.6198, 1.0624, 1.2263], [-1.9093, -2.5555, -0.1654], [-1.1952, -2.5509, -1.7905], [-1.9114, -0.1839, 0.8266], [-2.7154, 0.8979, -0.3314], [-0.7921, 2.0297, 0.3774], [-0.4612, 1.4888, -1.3003], [1.6867, 2.1491, -0.3601], [2.7088, 0.0959, 1.7231], [3.3522, 1.8382, 1.4432], [1.2195, -3.1854, 0.3506], [0.7441, -1.5589, -0.0602]], "forces_ev_per_angstrom": [[0.4847, 0.2500, 0.1539], [-0.5973, 0.5372, -0.2888], [-0.1369, -0.3136, -0.0296], [-0.3646, 0.5486, -0.2255], [0.2093, -0.1844, -0.2485], [0.5071, 0.5593, 0.3275], [-0.0303, 0.0307, -0.2696], [0.2649, 0.1233, -0.1684], [-0.0203, 0.1701, 0.3423], [0.0152, 0.0647, -0.1773], [0.2016, -0.0943, 0.0555], [0.1222, -0.1642, -0.0820], [-0.0378, -0.1193, 0.2284], [-0.2272, 0.0028, 0.4693], [-0.2990, 0.3937, 0.2770], [0.0849, -0.4264, -0.4176], [0.4663, 0.7129, 0.0644], [-0.6429, -2.0912, -0.0108]], "mulliken_charge": [-0.66, -0.41, -0.71, -0.31, -0.31, 0.16, -0.75, 0.28, 0.27, 0.35, 0.36, 0.38, 0.37, 0.34, 0.22, 0.25, -0.04, 0.22], "spin_multiplicity": 6, "homo_energy_ev": [-6.582, -7.769], "homo_lumo_gap_ev": [7.05, 7.81], "fmax_ev_per_a": 2.19, "s_squared": 8.7684, "e_above_lowest_kj_mol": 0.0}

---

[6]
{"formula": "C5H10N", "method": "the ωB97M-V functional and the def2-TZVPD basis", "species": ["C", "N", "C", "C", "C", "C", "H", "H", "H", "H", "H", "H", "H", "H", "H", "H"], "coordinates": [[-2.7861, 0.1393, -0.3510], [-1.8103, -0.4703, 0.0965], [-0.7565, -0.9577, 0.5337], [0.5331, -0.1101, 0.5025], [0.2937, 1.3229, 0.0639], [1.5033, -0.8414, -0.4312], [-3.0260, 0.0953, -1.4081], [-3.4528, 0.6934, 0.2993], [-0.8657, -2.0235, 0.8707], [0.9261, -0.1412, 1.5253], [-0.4140, 1.8385, 0.7080], [1.2378, 1.8577, 0.1151], [-0.0576, 1.3718, -0.9619], [1.7346, -1.8387, -0.0730], [1.0927, -0.9104, -1.4332], [2.4286, -0.2742, -0.4898]], "forces_ev_per_angstrom": [[-0.8436, 0.2566, -0.4173], [-0.1238, 0.1423, 0.0088], [0.6450, -0.4260, 0.3211], [-0.4748, -0.8130, 0.1204], [-0.0158, -0.1074, 0.2236], [0.0597, 0.0537, 0.1255], [0.1233, -0.0683, -0.1018], [0.0637, 0.0217, 0.2296], [0.6119, 0.9942, -0.1759], [-0.0540, -0.0228, -0.0580], [-0.0641, 0.0838, 0.0725], [0.0433, 0.0551, -0.0083], [-0.0426, 0.0088, -0.1988], [0.0571, -0.1595, 0.0195], [-0.0541, -0.0242, -0.1861], [0.0689, 0.0051, 0.0252]], "mulliken_charge": [-0.21, 0.09, -0.28, 0.72, -1.55, -1.37, 0.30, 0.31, 0.41, 0.27, 0.39, 0.42, 0.36, 0.39, 0.38, 0.38], "homo_energy_ev": -16.482, "homo_lumo_gap_ev": 11.83, "fmax_ev_per_a": 1.18, "smiles": "C=[N+]=CC(C)C", "charge": 1, "e_above_lowest_kj_mol": 97.5}

---

[7]
{"formula": "C5H10N", "method": "the ωB97M-V functional and the def2-TZVPD basis", "species": ["C", "C", "C", "C", "C", "N", "H", "H", "H", "H", "H", "H", "H", "H", "H", "H"], "coordinates": [[-1.3426, 0.0788, 1.2437], [-0.9629, 0.7960, -0.0098], [0.3363, 0.9245, 0.3785], [0.0964, -0.1496, 1.2988], [0.7532, -1.3039, 1.8574], [0.5850, 0.6560, -2.9638], [-1.7968, 0.6426, 2.0773], [-1.9523, -0.7684, 0.9841], [-1.7182, 0.7649, -0.8081], [1.2408, 1.3191, 0.0090], [1.0740, -0.9950, 2.8561], [1.5679, -1.7829, 1.3250], [-0.0216, -2.1034, 1.9257], [1.5211, 1.1675, -3.1347], [-0.0526, 1.1201, -3.7172], [0.6723, -0.3662, -3.3219]], "forces_ev_per_angstrom": [[-2.5698, -0.1154, 1.0025], [-0.8540, -0.4830, 0.9161], [0.8510, -0.9898, 0.4399], [0.4670, 1.7488, -1.7323], [-0.5699, -1.5681, -0.2054], [0.2308, 0.1282, -2.6466], [0.2645, -0.0484, -0.5425], [-0.4123, -0.7572, 0.5561], [1.2819, 0.6797, -0.4051], [0.6431, 0.4846, -0.6376], [0.0169, -0.1762, 0.2105], [0.4298, 0.6539, -0.1569], [0.4714, 0.5705, 0.4922], [-1.7929, -1.4523, 0.2633], [1.3653, -1.0872, 1.7443], [0.1771, 2.4118, 0.7013]], "mulliken_charge": [-0.56, 0.03, -0.57, 0.64, -0.99, -0.78, 0.28, 0.34, 0.38, 0.42, 0.32, 0.36, 0.33, 0.27, 0.27, 0.26], "homo_energy_ev": -13.829, "homo_lumo_gap_ev": 8.40, "fmax_ev_per_a": 2.76, "charge": 1, "e_above_lowest_kj_mol": 293.4}

---

[8]
{"formula": "C5H10N", "method": "the ωB97M-V functional and the def2-TZVPD basis", "species": ["C", "C", "C", "C", "C", "N", "H", "H", "H", "H", "H", "H", "H", "H", "H", "H"], "coordinates": [[-0.1372, -0.3456, -0.6608], [1.1331, -0.4918, -0.7947], [3.4507, 0.0676, -0.0044], [-1.8676, -0.9737, 0.8043], [-1.7619, 1.2322, -0.1929], [-1.2099, -0.0573, -0.1268], [3.5159, 0.9300, -0.5700], [1.5427, -1.1194, -1.4621], [2.9706, -0.0069, 0.9419], [3.9974, -0.7616, -0.5771], [-2.8515, -0.5853, 0.9765], [-1.2636, -1.0052, 1.8182], [-1.9614, -1.9946, 0.3816], [-2.7367, 1.3852, -0.7442], [-1.0380, 2.0007, -0.6052], [-1.7825, 1.7257, 0.8158]], "forces_ev_per_angstrom": [[5.0379, 0.0565, 0.4049], [-1.0743, 1.2704, 1.6896], [-1.5060, -3.2135, -1.9975], [1.1123, -1.2117, 1.8777], [-0.3610, 4.9062, -0.4567], [-2.2888, -0.6531, 0.8224], [-0.0590, 2.1692, -0.4582], [1.3349, -1.8071, -2.7270], [0.4623, 0.0006, 0.7756], [-1.0051, 0.8271, 1.5837], [-0.4472, 0.1060, 0.2407], [-1.2150, 0.0484, -2.0350], [0.2699, 0.7016, 0.2604], [1.0007, -0.6826, 0.7885], [-0.5797, -1.3687, -0.3805], [-0.6819, -1.1492, -0.3886]], "mulliken_charge": [0.65, -0.78, -0.49, -0.88, -0.94, 0.01, 0.34, 0.32, 0.35, 0.30, 0.39, 0.30, 0.35, 0.33, 0.34, 0.40], "homo_energy_ev": [-13.787, -13.870], "homo_lumo_gap_ev": [7.43, 7.73], "fmax_ev_per_a": 5.05, "charge": 1, "e_above_lowest_kj_mol": 565.2}

---

[9]
{"formula": "C5H10N", "method": "the ωB97M-V functional and the def2-TZVPD basis", "species": ["C", "C", "C", "C", "C", "N", "H", "H", "H", "H", "H", "H", "H", "H", "H", "H"], "coordinates": [[1.6903, 0.4248, 0.3730], [2.2031, 0.0148, -0.9339], [-0.3968, -1.1185, 0.2272], [0.1083, 0.2785, 0.5313], [-0.8924, 0.0082, -0.5825], [-2.2919, 0.4379, -0.3031], [2.0436, -0.2561, 1.1410], [2.0532, 1.2897, 0.7521], [3.1786, -0.3020, -1.0300], [1.4650, 0.2006, -1.6435], [0.2720, -1.8833, -0.1591], [-1.0671, -1.6027, 0.9833], [-0.2941, 0.7351, 1.3599], [-2.5299, 0.1650, 0.7203], [-2.9824, -0.1470, -0.8093], [-2.4377, 1.3969, -0.5181]], "forces_ev_per_angstrom": [[-2.4248, -3.2596, 0.0849], [-1.6192, 0.8139, 1.6209], [-1.3791, -1.1980, 0.6194], [2.3278, -0.6957, -2.9008], [0.7337, -0.0784, 1.7092], [-0.4253, -2.7943, 1.5112], [0.2329, -0.5161, 0.2812], [0.7304, 3.4371, 0.7693], [1.7260, -0.5772, -0.6625], [-0.3184, -0.1321, -2.0701], [0.3251, 0.5186, -0.2589], [0.2675, 0.4894, -0.7848], [-0.7819, 1.1714, 1.8777], [0.4573, 1.1496, -1.6049], [0.4760, 0.4377, -0.2429], [-0.3281, 1.2337, 0.0511]], "mulliken_charge": [-0.74, -1.01, -0.55, 0.00, -0.23, -0.23, 0.36, 0.54, 0.37, 0.41, 0.29, 0.23, 0.41, 0.41, 0.39, 0.35], "homo_energy_ev": [-11.727, -14.216], "homo_lumo_gap_ev": [5.73, 10.49], "fmax_ev_per_a": 4.06, "charge": 1, "e_above_lowest_kj_mol": 539.0}

---

[10]
{"formula": "C5H10N", "method": "the ωB97M-V functional and the def2-TZVPD basis", "species": ["C", "C", "C", "C", "N", "C", "H", "H", "H", "H", "H", "H", "H", "H", "H", "H"], "coordinates": [[-2.0472, 0.3653, 0.0068], [-0.6459, 0.6724, 0.2054], [0.3453, 1.7067, 0.3614], [1.4335, 0.7212, -0.0387], [0.3999, -0.2627, -0.3363], [0.7178, -1.6213, 0.0683], [-2.0543, -0.2745, -0.8668], [-2.8342, 1.1356, -0.1268], [-2.4704, -0.0105, 0.8523], [0.3470, 2.5179, 1.0131], [2.0133, 1.2202, -0.8096], [2.1868, 0.2693, 0.7226], [0.3255, -0.4103, -1.4101], [-0.1420, -2.2388, -0.3144], [1.6050, -1.9937, -0.4395], [0.8199, -1.7966, 1.1124]], "forces_ev_per_angstrom": [[-0.4828, 1.2812, -1.7243], [3.6335, 4.0165, -0.3429], [-2.8637, -5.9243, 0.8578], [2.0464, 1.8698, 2.1246], [0.4165, -0.5172, -3.9358], [-1.8552, -2.2663, -0.6570], [-0.6877, -0.5073, 0.0536], [1.3057, 0.5289, -0.5259], [-0.9085, -2.2979, 2.4041], [-0.0306, 1.7755, 0.2753], [0.0956, -0.9667, -0.8512], [-1.4367, 1.0850, -0.9916], [-0.1873, 0.8150, 1.8963], [0.8540, 0.3077, 0.5999], [0.1057, 0.4147, -0.1144], [-0.0048, 0.3853, 0.9315]], "mulliken_charge": [-1.14, 0.30, -0.37, -0.38, 0.03, -1.03, 0.28, 0.36, 0.36, 0.40, 0.29, 0.28, 0.46, 0.34, 0.41, 0.41], "homo_energy_ev": -14.347, "homo_lumo_gap_ev": 10.44, "fmax_ev_per_a": 6.64, "smiles": "CC1=CC[N@H+]1C", "charge": 1, "e_above_lowest_kj_mol": 254.5}